{"formula": "C32H64Br32", "method": "the ωB97M-V functional and the def2-TZVPD basis", "elements": ["Br", "C", "C", "Br", "H", "H", "H", "H", "Br", "C", "C", "Br", "H", "H", "H", "H", "Br", "C", "C", "Br", "H", "H", "H", "H", "Br", "C", "C", "Br", "H", "H", "H", "H", "Br", "C", "C", "Br", "H", "H", "H", "H", "Br", "C", "C", "Br", "H", "H", "H", "H", "Br", "C", "C", "Br", "H", "H", "H", "H", "Br", "C", "C", "Br", "H", "H", "H", "H", "Br", "C", "C", "Br", "H", "H", "H", "H", "Br", "C", "C", "Br", "H", "H", "H", "H", "Br", "C", "C", "Br", "H", "H", "H", "H", "Br", "C", "C", "Br", "H", "H", "H", "H", "Br", "C", "C", "Br", "H", "H", "H", "H", "Br", "C", "C", "Br", "H", "H", "H", "H", "Br", "C", "C", "Br", "H", "H", "H", "H", "Br", "C", "C", "Br", "H", "H", "H", "H"], "xyz": [[-2.51106, -2.54254, 2.95920], [-3.64113, -4.09738, 3.42995], [-3.12274, -4.63057, 4.73562], [-4.22702, -6.09047, 5.43546], [-3.59889, -4.81329, 2.62271], [-4.67681, -3.69768, 3.45107], [-3.06156, -3.91700, 5.52752], [-2.17983, -5.12624, 4.61472], [0.74542, -4.31164, 5.50827], [1.14815, -4.26009, 3.68478], [2.28009, -3.39106, 3.21054], [1.63695, -1.57153, 2.87930], [0.23659, -3.96182, 3.14391], [1.27101, -5.25990, 3.27687], [2.59815, -3.70142, 2.22368], [3.16398, -3.33039, 3.83526], [0.89078, 3.74006, -3.89157], [-0.16656, 4.55850, -2.52805], [0.41226, 5.76823, -1.76883], [0.56303, 7.28368, -2.89528], [-0.26159, 3.79602, -1.79688], [-1.13669, 4.83809, -3.00069], [1.36955, 5.58447, -1.31858], [-0.28447, 6.03371, -0.98576], [-5.89860, 4.81656, -4.48461], [-6.52115, 4.70595, -2.62573], [-5.61170, 3.88130, -1.74778], [-3.84837, 4.49422, -1.48602], [-7.50569, 4.23689, -2.61117], [-6.50609, 5.76748, -2.33874], [-5.50589, 2.85919, -2.14616], [-6.10272, 3.82751, -0.78798], [-3.51529, 1.42782, 3.42808], [-4.83086, 1.72323, 1.97077], [-5.37597, 0.34176, 1.55800], [-6.70179, 0.60792, 0.12768], [-4.25200, 2.28008, 1.18492], [-5.53228, 2.36182, 2.48793], [-5.90951, -0.20865, 2.33697], [-4.65016, -0.29041, 1.07097], [-0.87966, 0.83707, 5.59876], [-0.67744, -0.99261, 6.23828], [-1.43217, -1.13868, 7.55291], [-1.07145, -2.85269, 8.38038], [0.39283, -1.17256, 6.30705], [-1.04770, -1.58984, 5.41066], [-2.50392, -1.00099, 7.40990], [-0.98941, -0.47664, 8.29358], [6.25369, 4.58329, -3.15785], [4.82509, 3.13582, -2.85897], [5.51359, 1.81879, -2.75033], [4.07811, 0.35372, -2.96341], [4.19003, 3.23374, -3.73674], [4.33553, 3.38837, -1.92297], [5.97675, 1.62950, -1.77448], [6.16735, 1.57534, -3.61286], [-0.95197, -5.74052, 1.07108], [-1.69906, -7.46930, 1.51911], [-3.01711, -7.44511, 2.24037], [-4.61483, -7.16332, 1.27370], [-0.99691, -7.98447, 2.18626], [-1.70935, -7.99929, 0.59663], [-3.06578, -6.78383, 3.09910], [-3.14824, -8.45260, 2.60583], [1.34436, -3.47820, -1.01630], [2.81128, -2.96483, -2.25263], [3.35813, -4.21208, -2.90143], [4.80309, -3.65799, -4.16399], [3.60393, -2.50778, -1.67041], [2.32956, -2.27608, -2.94396], [2.69225, -4.74057, -3.57395], [3.71772, -4.87722, -2.11513], [1.27260, 2.12399, -0.58148], [0.94272, 0.24481, -0.56585], [-0.22927, -0.13189, 0.28406], [-1.85104, 0.59195, -0.42446], [1.82961, -0.16763, -0.10954], [0.82414, -0.07433, -1.59761], [-0.08974, 0.20600, 1.29995], [-0.35432, -1.22002, 0.22505], [-1.50897, 4.48139, 1.38120], [-0.29315, 4.67413, 2.95985], [0.48292, 3.38090, 3.10141], [1.66021, 3.58168, 4.69261], [-0.99694, 4.80754, 3.79358], [0.39603, 5.49943, 2.74505], [1.15684, 3.08021, 2.27273], [-0.13575, 2.52280, 3.37062], [-0.58506, -1.57856, -3.77048], [-1.57650, 0.16161, -4.32280], [-3.01263, -0.14986, -3.93728], [-3.98417, 1.60519, -4.25077], [-1.34052, 0.33417, -5.35616], [-1.16130, 0.93242, -3.66891], [-3.11163, -0.39651, -2.89142], [-3.49713, -0.87408, -4.60832], [6.23428, -3.18040, 2.89386], [5.79470, -1.23355, 2.90758], [5.41667, -0.82701, 1.52562], [4.79781, 1.03807, 1.53647], [6.66962, -0.76638, 3.33282], [4.89755, -1.18148, 3.50890], [4.57776, -1.46144, 1.18700], [6.25066, -0.82702, 0.82179], [3.67890, 3.50732, -6.24692], [3.61532, 1.53710, -6.30996], [2.20178, 1.04668, -6.06127], [2.38316, -0.94846, -6.11479], [4.26130, 1.22536, -5.49920], [3.99177, 1.16051, -7.23126], [1.46197, 1.33997, -6.83132], [1.77797, 1.15416, -5.04689], [-3.87505, -6.55640, -3.58264], [-3.97504, -5.32580, -2.06238], [-2.96484, -4.24004, -2.32644], [-3.14349, -2.90627, -0.90969], [-3.84508, -5.80915, -1.12088], [-4.97064, -4.93527, -2.20630], [-3.10693, -3.68684, -3.25280], [-1.93562, -4.58914, -2.32406], [3.75054, 5.42752, 0.17970], [3.92039, 7.34612, -0.51767], [5.38881, 7.57899, -0.78223], [5.50422, 9.45292, -1.49155], [3.42191, 7.95321, 0.24469], [3.40392, 7.21564, -1.46965], [5.79636, 6.93527, -1.56114], [6.01460, 7.60947, 0.11110]], "mulliken_charge": [-0.05, 0.23, -0.70, -0.12, -0.29, 0.41, 0.39, 0.23, -0.14, -0.13, -0.55, -0.02, -0.23, 0.44, 0.25, 0.43, -0.05, -0.08, 0.16, -0.15, -0.34, 0.44, -0.30, 0.26, -0.18, -0.75, -0.34, -0.01, 0.44, 0.36, 0.09, 0.36, -0.16, -0.35, -0.16, -0.22, 0.04, 0.49, 0.41, -0.05, -0.17, -0.04, -0.59, -0.21, 0.38, -0.23, 0.39, 0.43, -0.20, 0.24, -0.75, 0.03, -0.23, 0.11, 0.40, 0.45, -0.04, -0.70, -0.27, -0.09, 0.41, 0.46, -0.24, 0.43, -0.08, 0.01, -0.70, -0.18, 0.26, -0.20, 0.38, 0.42, 0.18, 0.06, -0.20, 0.05, -0.01, -0.05, 0.15, 0.09, -0.14, -0.56, 0.00, -0.16, 0.41, 0.38, 0.04, -0.05, -0.14, -0.35, -0.35, -0.20, 0.54, 0.02, 0.06, 0.46, -0.20, -0.53, -0.34, -0.11, 0.45, 0.24, 0.02, 0.43, -0.18, -0.40, -0.19, -0.17, 0.06, 0.51, 0.46, -0.13, -0.19, -0.26, -0.71, -0.08, 0.00, 0.41, 0.46, 0.32, -0.18, -0.58, -0.27, -0.19, 0.46, 0.27, 0.06, 0.37], "de_lowest_kcal_mol": 0.00, "homo_energy_ev": -9.82, "spin_multiplicity": 1, "orbital_gap_ev": 9.73, "total_energy_ha": -83626.20595}

{"formula": "C8H18O", "method": "the ωB97M-V functional and the def2-TZVPD basis", "elements": ["C", "C", "C", "C", "H", "H", "H", "H", "H", "H", "H", "H", "H", "H", "C", "C", "C", "C", "O", "H", "H", "H", "H", "H", "H", "H", "H"], "xyz": [[-1.08612, -0.28557, 0.02679], [-1.83178, -1.60093, 0.23736], [-1.32450, 0.19493, -1.40176], [-1.54158, 0.74226, 1.05674], [0.65375, 0.58559, 0.12231], [-0.87986, 1.17744, -1.58110], [-1.34589, 0.40335, 2.07705], [-1.42444, -2.39303, -0.39560], [-1.79052, -1.93628, 1.27629], [-2.89320, -1.49035, -0.01326], [-2.39586, 0.27342, -1.61819], [-0.92028, -0.51938, -2.12445], [-1.03998, 1.70367, 0.91178], [-2.61426, 0.94574, 0.95365], [1.89872, 1.13632, -0.01316], [1.00572, -1.31940, 1.54473], [1.96634, 1.53805, -1.46852], [0.68660, -0.87787, 0.13824], [1.08567, -1.45207, -0.86604], [2.79458, 0.59211, 0.28557], [1.76630, 1.98181, 0.66614], [2.04022, -1.66809, 1.57927], [0.87304, -0.50167, 2.25332], [0.36584, -2.15068, 1.84119], [1.17767, 2.25795, -1.69776], [1.85660, 0.63960, -2.08347], [2.91722, 2.02306, -1.70711]], "mulliken_charge": [1.37, -1.87, -1.55, -1.54, -0.07, 0.24, 0.34, 0.41, 0.38, 0.46, 0.50, 0.30, 0.37, 0.44, -0.38, -1.57, -1.03, 1.13, -0.64, 0.33, 0.35, 0.46, 0.31, 0.38, 0.24, 0.27, 0.38], "de_lowest_kcal_mol": 64.88, "homo_energy_ev": -8.40, "spin_multiplicity": 1, "orbital_gap_ev": 9.22, "total_energy_ha": -390.75230}

{"formula": "CH2ClN", "method": "the ωB97M-V functional and the def2-TZVPD basis", "elements": ["C", "N", "Cl", "H", "H"], "xyz": [[0.22483, -0.46891, -0.00017], [0.99581, 0.42026, -0.01414], [-2.09840, 0.10845, -0.00466], [0.32158, -1.46832, 0.00316], [0.55618, 1.40851, 0.01581]], "mulliken_charge": [-0.05, -0.30, -0.43, 0.42, 0.37], "de_lowest_kcal_mol": 31.52, "homo_energy_ev": -10.29, "spin_multiplicity": 1, "orbital_gap_ev": 9.50, "total_energy_ha": -554.17483}

{"formula": "C8H8N2", "method": "the ωB97M-V functional and the def2-TZVPD basis", "elements": ["C", "C", "C", "C", "C", "C", "C", "C", "N", "N", "H", "H", "H", "H", "H", "H", "H", "H"], "xyz": [[-2.64516, 0.73237, 0.09631], [-1.78767, 0.73285, 1.20287], [-2.04830, 0.25965, -1.10853], [-0.42619, 0.49486, 1.05221], [-0.67414, 0.00234, -1.22638], [0.10213, 0.10717, -0.14678], [1.61329, 0.02225, -0.10499], [2.32060, -1.29880, -0.26204], [2.19504, 0.67485, 1.00826], [2.42947, 1.21857, -0.06172], [-3.64637, 0.89550, 0.35639], [-2.13065, 0.94247, 2.17705], [-2.63513, 0.05562, -1.91032], [0.19057, 0.64415, 1.88253], [-0.45655, -0.44843, -2.18671], [1.67654, -2.14388, 0.10367], [3.19510, -1.47292, 0.38583], [2.72742, -1.41860, -1.25765]], "mulliken_charge": [-0.65, -0.42, -0.41, -0.47, -0.39, 0.15, 1.40, -1.44, -0.42, -0.48, 0.39, 0.40, 0.46, 0.47, 0.33, 0.33, 0.45, 0.30], "de_lowest_kcal_mol": 85.58, "homo_energy_ev": -9.36, "smiles": "CC1(c2ccccc2)N=N1", "spin_multiplicity": 1, "orbital_gap_ev": 10.09, "total_energy_ha": -419.04930}

{"formula": "C4H7N3", "method": "the ωB97M-V functional and the def2-TZVPD basis", "elements": ["N", "C", "C", "C", "N", "C", "N", "H", "H", "H", "H", "H", "H", "H"], "xyz": [[1.26942, 1.67281, 1.34488], [0.54210, 0.71416, 0.64514], [0.23756, 0.53583, -0.64331], [-0.37142, -0.83920, -0.74787], [-1.50098, -0.98219, -1.64896], [-0.60129, -1.33464, 0.67263], [0.05074, -0.41590, 1.37535], [1.52340, 2.46122, 0.76393], [0.80742, 1.99869, 2.18676], [0.44026, 1.21258, -1.46294], [-1.95851, -1.86626, -1.44565], [-1.16713, -1.03494, -2.60701], [0.46471, -1.53942, -0.99237], [0.21404, -0.50473, 2.37103]], "mulliken_charge": [-0.54, 0.16, -0.60, 0.80, -0.72, -0.85, 0.08, 0.24, 0.25, 0.28, 0.26, 0.26, 0.16, 0.22], "de_lowest_kcal_mol": 51.13, "homo_energy_ev": -8.42, "spin_multiplicity": 1, "orbital_gap_ev": 9.25, "total_energy_ha": -320.80182}

{"formula": "C26H41N3O2", "method": "the ωB97M-V functional and the def2-TZVPD basis", "elements": ["C", "H", "H", "H", "C", "N", "C", "O", "C", "H", "C", "C", "N", "C", "C", "H", "H", "H", "H", "C", "C", "H", "H", "C", "N", "C", "H", "C", "H", "H", "H", "C", "C", "C", "C", "C", "C", "C", "C", "H", "H", "H", "H", "H", "H", "H", "H", "H", "H", "H", "H", "H", "H", "H", "H", "C", "H", "H", "C", "C", "H", "C", "H", "C", "H", "O", "H", "H", "H", "H", "H", "H"], "xyz": [[-5.04889, -3.83674, -0.17881], [-4.48623, -3.99317, -1.09572], [-5.04319, -4.76635, 0.38490], [-6.07614, -3.59067, -0.43534], [-4.42809, -2.70905, 0.64712], [-3.06255, -3.00268, 1.02935], [-1.95863, -2.74380, 0.28183], [-0.85920, -3.11751, 0.64810], [-2.12281, -1.91222, -0.98453], [-3.09272, -2.08201, -1.45730], [-1.98101, -0.43215, -0.60633], [-1.98802, 0.44706, -1.86793], [-1.01994, 0.07361, -2.87148], [-1.11149, -1.33104, -3.19810], [-1.02753, -2.26990, -1.99056], [-1.14875, -3.30387, -2.31965], [-0.05626, -2.18808, -1.50335], [-2.08157, -1.48417, -3.69097], [-0.33038, -1.57839, -3.91944], [0.29920, 0.67422, -2.82905], [1.04027, 0.68617, -1.48410], [1.16194, -0.32539, -1.09539], [0.48247, 1.27971, -0.75913], [2.41537, 1.31932, -1.66852], [2.28363, 2.68422, -2.14334], [1.63821, 2.70705, -3.44052], [1.57702, 3.74589, -3.77747], [0.23397, 2.12195, -3.33306], [-0.25824, 2.14924, -4.30567], [-0.34368, 2.73099, -2.63772], [2.21741, 2.13783, -4.19337], [3.56299, 3.36980, -2.14401], [4.02470, 3.70187, -0.74712], [3.07943, 3.87146, 0.25635], [3.45760, 4.18857, 1.54736], [4.79878, 4.34776, 1.84744], [5.74453, 4.19658, 0.85010], [5.37835, 3.87765, -0.45159], [6.43572, 3.73657, -1.50681], [6.23392, 4.39996, -2.34685], [6.46964, 2.71491, -1.88586], [7.41412, 3.98075, -1.10037], [6.79157, 4.32992, 1.08442], [5.10864, 4.59360, 2.85265], [2.70883, 4.31293, 2.31597], [2.03809, 3.74562, 0.00361], [3.44342, 4.30906, -2.69713], [4.33069, 2.77513, -2.66960], [2.94489, 1.33928, -0.71281], [3.01076, 0.70843, -2.37528], [0.91018, 0.10682, -3.54227], [-2.98052, 0.37131, -2.33339], [-1.83048, 1.48937, -1.58998], [-1.04727, -0.30482, -0.05913], [-2.79881, -0.12208, 0.04945], [-2.86752, -3.80333, 2.22605], [-3.83396, -4.17087, 2.57036], [-2.22806, -4.65883, 1.98956], [-2.17842, -3.01591, 3.36312], [-2.92921, -1.73779, 3.74493], [-2.24585, -1.05540, 4.25049], [-3.97748, -2.26119, 4.72733], [-4.88917, -2.55184, 4.20410], [-3.28870, -3.49206, 5.33877], [-2.93496, -3.29825, 6.35670], [-2.15072, -3.79087, 4.54552], [-3.95835, -4.36054, 5.36878], [-4.24024, -1.52697, 5.48558], [-3.35630, -1.23098, 2.88327], [-1.14337, -2.82642, 3.06897], [-5.01203, -2.56738, 1.56073], [-4.46614, -1.77176, 0.09034]], "mulliken_charge": [-1.29, 0.26, 0.35, 0.44, -0.66, 0.63, -0.12, -0.72, 0.54, 0.32, -0.25, -1.31, 0.28, -1.14, -0.71, 0.52, 0.12, 0.43, 0.52, -0.43, -0.01, 0.26, 0.13, -1.30, 0.47, -0.88, 0.45, -0.87, 0.34, 0.23, 0.41, -1.14, 0.84, -0.44, -0.65, -0.68, -0.69, 0.66, -1.48, 0.34, 0.30, 0.39, 0.34, 0.38, 0.40, 0.42, 0.48, 0.33, 0.53, 0.31, 0.33, 0.45, 0.45, 0.16, 0.40, -1.40, 0.54, 0.24, 0.36, -0.48, 0.39, -0.58, 0.15, -0.63, 0.33, -0.52, 0.31, 0.44, 0.16, 0.45, 0.42, 0.39], "de_lowest_kcal_mol": 48.13, "homo_energy_ev": -7.98, "smiles": "CCN(C[C@H]1CCCO1)C(=O)C1CCN(C2CCN(Cc3ccccc3C)CC2)CC1", "spin_multiplicity": 1, "orbital_gap_ev": 8.70, "total_energy_ha": -1330.08076}